Run i
Computed, not measured: a single C20H22N2O2 molecule, with wB97M-V/def2-TZVPD.

XYZ file:
```
46
Properties=species:S:1:pos:R:3:lowdin_charge:R:1
C 4.46 -5.13 1.94 -0.020
C 4.60 -5.36 0.45 -0.405
O 5.31 -6.24 0.02 0.085
C 3.81 -4.48 -0.45 -0.161
C 3.05 -3.41 0.01 0.026
C 2.33 -2.62 -0.88 -0.209
C 2.36 -2.91 -2.24 0.001
C 3.12 -3.97 -2.70 -0.058
C 3.84 -4.76 -1.82 -0.024
H 4.43 -5.59 -2.16 0.114
H 3.14 -4.19 -3.75 0.107
H 1.80 -2.30 -2.92 0.099
N 1.60 -1.56 -0.35 0.145
C 0.72 -0.71 -1.00 -0.497
O 0.51 -0.74 -2.20 0.068
N 0.09 0.17 -0.19 -0.042
C 0.28 0.38 1.23 -0.151
C -0.75 1.44 1.60 -0.110
H -1.70 0.97 1.87 0.114
H -0.43 2.06 2.44 0.122
C -0.91 2.25 0.31 -0.246
C -2.19 3.05 0.24 -0.201
C -3.43 2.43 0.34 -0.037
C -4.59 3.17 0.28 -0.039
C -4.56 4.55 0.14 -0.285
C -3.32 5.17 0.05 -0.042
C -2.15 4.43 0.10 -0.028
H -1.20 4.93 0.03 0.111
H -3.26 6.24 -0.06 0.109
C -5.83 5.34 0.08 -0.053
H -6.36 5.12 -0.85 0.083
H -6.48 5.08 0.91 0.080
H -5.63 6.41 0.11 0.073
H -5.55 2.67 0.35 0.114
H -3.50 1.36 0.45 0.111
C -0.81 1.16 -0.77 -0.088
H -1.78 0.71 -0.98 0.130
H -0.39 1.53 -1.71 0.134
H -0.06 2.93 0.21 0.146
H 1.30 0.74 1.44 0.128
H 0.12 -0.54 1.80 0.122
H 1.68 -1.45 0.65 0.116
H 3.02 -3.17 1.06 0.108
H 3.42 -5.20 2.24 0.085
H 5.04 -5.88 2.47 0.083
H 4.84 -4.14 2.20 0.085
```

- SMILES = CC(=O)c1cccc(NC(=O)N2CC[C@H](c3ccc(C)cc3)C2)c1
- HOMO energy (eV) = -8.41
- molar mass (g mol⁻¹) = 322.41
- gap between HOMO and LUMO (eV) = 8.83

---

Run ii
Computed, not measured: a single C20H22N2O2 molecule, with wB97M-V/def2-TZVPD.

XYZ file:
```
46
Properties=species:S:1:pos:R:3:lowdin_charge:R:1
C -2.88 -0.50 1.76 0.001
C -1.51 -0.64 1.21 -0.243
C -0.45 0.21 1.08 -0.210
N 0.57 -0.47 0.47 0.186
C 0.13 -1.67 0.24 -0.262
C 0.80 -2.80 -0.38 -0.078
C 0.09 -3.98 -0.51 -0.011
C 0.66 -5.11 -1.08 -0.069
C 1.95 -5.08 -1.53 -0.030
C 2.72 -3.90 -1.42 -0.165
C 4.05 -3.85 -1.88 -0.040
C 4.79 -2.71 -1.78 -0.085
C 4.23 -1.56 -1.21 -0.074
C 2.94 -1.57 -0.75 -0.017
C 2.14 -2.73 -0.84 -0.095
H 2.50 -0.69 -0.32 0.085
H 4.82 -0.66 -1.14 0.101
H 5.81 -2.69 -2.14 0.101
H 4.47 -4.75 -2.32 0.109
H 2.41 -5.95 -1.97 0.111
H 0.07 -6.02 -1.16 0.104
H -0.93 -4.02 -0.16 0.115
O -1.15 -1.83 0.68 0.114
C -0.27 1.64 1.47 -0.114
N -0.76 2.53 0.42 -0.126
C -0.05 3.79 0.30 -0.174
C -0.82 4.78 1.17 -0.160
H -0.56 4.63 2.22 0.108
H -0.62 5.82 0.91 0.105
C -2.27 4.37 0.91 -0.127
H -2.68 4.94 0.08 0.109
H -2.91 4.52 1.78 0.108
C -2.18 2.87 0.53 -0.291
C -2.85 2.58 -0.82 -0.223
O -2.71 1.23 -1.18 -0.060
H -1.77 1.02 -1.09 0.078
H -2.41 3.23 -1.60 0.122
H -3.92 2.78 -0.77 0.126
H -2.65 2.24 1.28 0.130
H -0.10 4.11 -0.75 0.119
H 1.00 3.69 0.58 0.116
H -0.77 1.82 2.44 0.130
H 0.80 1.80 1.60 0.124
H -3.24 -1.48 2.09 0.087
H -3.55 -0.13 0.98 0.080
H -2.89 0.19 2.60 0.083
```

- SMILES = Cc1oc(-c2cccc3ccccc23)nc1CN1CCC[C@H]1CO
- HOMO energy (eV) = -7.73
- molar mass (g mol⁻¹) = 322.41
- gap between HOMO and LUMO (eV) = 7.95

---

Verdict on stability: run ii comes out at the bottom.

---

Run i
Computed, not measured: 2 unconnected molecules or ions with the total composition H2N2O3S, with wB97M-V/def2-TZVPD.

XYZ file:
```
8
Properties=species:S:1:pos:R:3:lowdin_charge:R:1
N -1.35 0.14 -0.40 -0.292
N 2.70 0.11 0.63 -0.155
O 1.78 -0.30 -0.30 -0.033
O 3.64 -0.51 0.58 0.068
O -3.84 0.06 0.27 -0.500
S -2.46 -0.34 0.51 0.869
H -1.42 0.66 -1.21 -0.005
H 0.95 0.19 -0.08 0.049
```

- HOMO energy (eV) = -10.22
- molar mass (g mol⁻¹) = 110.09
- gap between HOMO and LUMO (eV) = 9.17

---

Run ii
Computed, not measured: a single H2N2O3S molecule, with wB97M-V/def2-TZVPD.

XYZ file:
```
8
Properties=species:S:1:pos:R:3:lowdin_charge:R:1
N -0.23 0.19 0.37 -0.010
N -2.92 0.85 -0.06 -0.080
O -3.33 1.06 1.06 0.004
O -2.30 -1.46 0.68 -0.300
O -1.42 -0.85 -1.60 -0.281
S -1.69 -0.54 -0.24 0.620
H -0.35 0.70 1.21 0.058
H -0.04 0.65 -0.42 -0.011
```

- SMILES = NS(=O)(=O)N=O
- HOMO energy (alpha / beta) (eV) = -9.95 / -9.95
- molar mass (g mol⁻¹) = 110.09
- gap between HOMO and LUMO (alpha / beta) (eV) = 8.30 / 8.30

---

Verdict on stability: run ii comes out at the bottom.

---

Run i
Computed, not measured: 2 unconnected molecules or ions with the total composition H2N2O3S, with wB97M-V/def2-TZVPD.

XYZ file:
```
8
Properties=species:S:1:pos:R:3:lowdin_charge:R:1
N 1.72 -0.06 0.03 0.003
N -1.16 0.98 0.17 -0.551
O -0.52 1.81 0.76 0.028
O -1.95 1.08 -0.73 0.047
O -1.33 -1.55 -0.54 -0.517
S -0.77 -0.89 0.63 1.054
H 2.12 -0.91 0.56 -0.009
H 1.90 -0.45 -0.87 -0.055
```

- HOMO energy (alpha / beta) (eV) = -9.75 / -9.74
- molar mass (g mol⁻¹) = 110.09
- gap between HOMO and LUMO (alpha / beta) (eV) = 7.05 / 7.05

---

Run ii
Computed, not measured: a single H2N2O3S molecule, with wB97M-V/def2-TZVPD.

XYZ file:
```
8
Properties=species:S:1:pos:R:3:lowdin_charge:R:1
N 0.27 -0.84 1.17 -0.170
N -0.74 0.71 -0.95 -0.505
O -0.25 1.35 -1.85 0.016
O -1.84 0.79 -0.49 0.031
O 1.70 0.17 -0.69 -0.444
S 0.60 -0.69 -0.47 0.961
H -0.20 -1.55 1.55 -0.002
H 0.46 0.05 1.73 0.112
```

- HOMO energy (eV) = -9.87
- molar mass (g mol⁻¹) = 110.09
- gap between HOMO and LUMO (eV) = 9.75

---

Verdict on stability: run i comes out at the bottom.